<1>
16
Properties=species:S:1:pos:R:3 method="wB97M-V/def2-TZVPD" charge=+1 gap_ev=8.8
C 1.757 -0.626 -1.128
C -0.717 -1.833 2.753
C -1.018 2.350 -0.684
N 0.308 -0.765 -0.992
N -0.487 0.144 -0.810
O -0.655 -1.518 1.624
O -0.033 1.321 -0.703
H 2.113 -0.436 -0.084
H 1.958 0.307 -1.664
H 2.025 -1.404 -1.809
H 0.195 -1.592 3.433
H -0.199 -1.579 -1.440
H -1.557 -2.307 3.294
H -2.029 1.865 -0.831
H -0.648 3.238 -1.296
H -1.014 2.835 0.339



<2>
16
Properties=species:S:1:pos:R:3 method="wB97M-V/def2-TZVPD" smiles="CN=[N+](OC)OC" charge=+1 gap_ev=10.5
C -2.516 -0.854 0.099
N -1.338 -0.225 -0.403
N -0.256 -0.174 0.101
O 1.008 0.612 -0.656
C 0.917 1.124 -1.950
O 0.190 -0.315 1.345
C 1.598 -0.197 1.798
H -2.233 -1.671 0.851
H -3.049 -1.352 -0.712
H -3.073 -0.160 0.654
H 0.264 2.012 -2.154
H 0.856 0.265 -2.741
H 2.007 1.376 -1.990
H 1.681 0.572 2.544
H 2.134 0.082 0.924
H 1.811 -1.095 2.290



<3>
16
Properties=species:S:1:pos:R:3 method="wB97M-V/def2-TZVPD" charge=+1 gap_ev=11.6
C -1.750 -1.260 -0.104
C -0.872 0.979 -0.258
C 1.996 -0.048 0.447
N -1.388 -0.014 0.438
N 1.149 0.508 -0.350
O -0.574 2.169 0.191
O 3.251 -0.243 0.066
H -1.420 -2.200 0.550
H -2.882 -1.357 -0.247
H -1.035 0.878 -1.284
H 1.606 -0.550 1.345
H -1.486 0.157 1.417
H -1.323 -1.457 -1.014
H 1.599 0.807 -1.212
H -0.367 2.748 -0.452
H 3.497 -1.117 0.465



Ordering by calculated energy gives the sequence <3>, <1>, <2>, with the first entry being the most stable.